No. 1
C9H13NO2 | ωB97M-V with the def2-TZVPD basis set

Each line ends with the natural charge from an NBO analysis.
Cartesian coordinates (Å):
C: -0.316 2.833 -0.717  -0.724
C: 1.011 2.585 -1.404  0.682
O: 2.005 2.473 -0.716  -0.630
N: 1.161 2.588 -2.782  -0.840
H: -1.181 2.286 -1.128  0.233
H: -0.298 3.914 -0.714  0.240
H: 2.139 2.592 -3.008  0.401
H: 0.493 3.024 -3.396  0.394
H: -0.226 2.374 0.274  0.246
C: -1.609 -1.515 2.925  -0.626
C: 0.044 -0.457 1.354  -0.174
C: -0.804 -1.502 1.634  -0.062
C: 0.797 -0.580 0.169  -0.333
C: 0.714 -1.686 -0.633  0.299
C: -0.957 -2.584 0.765  -0.192
C: -0.282 -2.688 -0.459  -0.243
O: 1.377 -1.862 -1.827  -0.688
H: 0.104 0.438 1.946  0.213
H: 1.630 0.122 0.244  0.244
H: -2.588 -1.967 2.789  0.212
H: -1.896 -0.525 3.303  0.211
H: -1.714 -3.324 0.987  0.206
H: 1.892 -1.103 -2.106  0.483
H: -0.468 -3.437 -1.213  0.230
H: -1.028 -2.000 3.713  0.217

As for the structure (SMILES): Cc1ccc(O)cc1.CC(N)=O. The orbital gap is 8.99 eV. Its LUMO energy is 0.728 eV.

***

No. 2
C9H13NO2 | ωB97M-V with the def2-TZVPD basis set

Each line ends with the natural charge from an NBO analysis.
Cartesian coordinates (Å):
C: -3.110 1.296 -0.347  -0.426
C: -1.919 1.998 -0.293  0.056
C: -3.238 -0.017 0.051  0.753
C: -0.165 0.123 0.180  0.140
C: -0.502 1.609 0.102  -0.506
C: 2.329 0.386 0.175  -0.584
C: 1.172 -1.104 -1.280  -0.597
C: 1.283 -1.593 1.241  -0.598
C: 1.187 -0.575 0.087  -0.093
N: -1.325 -0.559 0.137  -0.045
O: -3.804 -0.976 0.314  -0.379
O: -1.344 -1.820 0.235  -0.563
H: -4.075 1.784 -0.617  0.244
H: -1.960 2.953 -0.666  0.197
H: -0.052 2.176 -0.655  0.228
H: -0.186 1.876 1.228  0.276
H: 3.190 -0.225 -0.325  0.207
H: 2.090 1.236 -0.395  0.200
H: 2.571 0.571 1.163  0.205
H: 2.114 -1.726 -1.336  0.199
H: 1.424 -0.324 -2.042  0.199
H: 0.286 -1.678 -1.526  0.242
H: 0.337 -1.967 1.425  0.250
H: 1.737 -1.056 2.080  0.187
H: 1.960 -2.388 1.062  0.206

The orbital gap is 6.73 eV. Its LUMO energy is -0.873 eV.

***

No. 3
C9H13NO2 | ωB97M-V with the def2-TZVPD basis set

Each line ends with the natural charge from an NBO analysis.
Cartesian coordinates (Å):
C: 3.140 -1.419 -0.128  -0.237
C: 1.093 -0.214 0.350  0.221
C: 1.368 1.108 0.091  -0.242
C: 0.145 2.017 -0.057  -0.031
C: 0.297 3.440 0.099  -0.618
C: -1.106 1.467 -0.217  -0.210
C: -1.280 0.071 -0.289  -0.105
C: -2.556 -0.668 -0.456  -0.262
C: -0.141 -0.691 -0.048  0.312
H: 3.914 -0.696 -0.342  0.174
H: 3.694 -2.214 0.386  0.200
H: 2.903 -1.757 -1.200  0.151
H: 2.324 1.478 0.020  0.210
H: -0.817 3.877 -0.188  0.193
H: 0.944 3.860 -0.701  0.222
H: 0.436 3.779 1.084  0.224
H: -1.920 2.221 -0.459  0.213
H: -2.442 -1.485 -1.100  0.216
H: -3.526 -0.127 -0.848  0.203
H: -2.334 -2.163 0.852  0.347
H: -2.638 -0.772 1.528  0.339
H: 0.594 -2.344 -0.685  0.486
N: -2.950 -1.403 0.871  -0.795
O: 2.016 -1.117 0.521  -0.515
O: -0.295 -1.945 -0.586  -0.697

As for the structure (SMILES): COc1cc(C)cc(CN)c1O. The orbital gap is 8.51 eV. Its LUMO energy is 0.608 eV.

***

No. 4
C9H13NO2 | ωB97M-V with the def2-TZVPD basis set

Each line ends with the natural charge from an NBO analysis.
Cartesian coordinates (Å):
C: -1.090 0.368 -0.123  -0.340
C: -0.293 1.279 0.319  -0.086
C: -0.968 -0.047 -1.562  0.572
C: 1.483 -0.606 -0.103  0.231
C: 0.948 1.846 -0.334  -0.439
C: 2.048 0.757 -0.188  -0.273
C: 2.824 1.039 1.082  -0.591
C: -1.449 -2.432 -2.062  -0.577
C: -2.041 -0.959 -2.072  -0.499
N: 1.481 -1.739 0.176  0.165
O: 1.139 -2.874 0.420  -0.452
O: -0.063 0.304 -2.294  -0.572
H: -1.904 -0.094 0.498  0.230
H: -0.256 1.684 1.381  0.208
H: 0.854 2.108 -1.416  0.254
H: 1.174 2.740 0.160  0.207
H: 2.640 0.782 -1.027  0.241
H: 3.629 1.778 0.877  0.219
H: 3.383 0.172 1.236  0.216
H: 2.154 1.287 1.926  0.213
H: -0.684 -2.511 -2.769  0.211
H: -2.184 -3.184 -2.141  0.212
H: -0.896 -2.431 -1.118  0.211
H: -2.735 -1.035 -1.321  0.205
H: -2.304 -0.779 -3.076  0.233

As for the structure (SMILES): CCC(=O)/C=C\C[C@@H](C)C#[N+][O-]. The orbital gap is 9.54 eV. Its LUMO energy is 0.334 eV.

***

No. 5
C9H13NO2 | ωB97M-V with the def2-TZVPD basis set

Each line ends with the natural charge from an NBO analysis.
Cartesian coordinates (Å):
C: -0.427 -2.298 -1.392  -0.714
C: -1.903 -1.985 -1.627  0.676
O: -2.592 -2.658 -2.359  -0.600
N: -2.391 -1.059 -0.741  -0.847
H: -0.387 -2.846 -0.468  0.237
H: 0.078 -1.339 -1.142  0.214
H: -3.355 -0.873 -0.530  0.405
H: -1.713 -0.388 -0.418  0.385
H: -0.036 -2.771 -2.300  0.239
C: 2.785 -0.874 1.652  -0.626
C: 1.364 1.122 2.154  -0.208
C: 2.066 0.383 1.172  -0.012
C: 0.211 1.857 1.774  -0.237
C: -0.069 1.844 0.421  0.270
C: 1.928 0.599 -0.197  -0.234
C: 0.848 1.436 -0.518  -0.274
O: -1.184 2.572 0.037  -0.717
H: 1.525 0.706 3.151  0.215
H: -0.413 2.447 2.417  0.234
H: 3.532 -1.067 0.893  0.217
H: 2.076 -1.691 1.677  0.215
H: 2.578 0.395 -1.046  0.230
H: -1.724 2.315 -0.707  0.494
H: 0.859 1.988 -1.476  0.225
H: 3.086 -0.700 2.697  0.213

As for the structure (SMILES): Cc1ccc(O)cc1.CC(N)=O. The orbital gap is 9.37 eV. Its LUMO energy is 0.585 eV.

***

No. 6
C9H13NO3S | ωB97M-V with the def2-TZVPD basis set

Each line ends with the natural charge from an NBO analysis.
Cartesian coordinates (Å):
C: -2.711 1.843 -1.124  -0.198
C: -1.646 2.176 -1.883  -0.226
C: -2.804 0.760 -0.297  -0.202
C: -0.455 1.467 -1.664  -0.165
C: -1.600 0.067 -0.050  -0.193
C: -0.410 0.414 -0.658  -0.087
C: 1.094 0.749 1.983  -0.408
C: 2.291 -1.226 1.291  -0.464
C: 0.899 -0.226 -0.308  -0.224
N: 1.087 -0.420 1.067  -0.470
O: -0.276 -1.909 -2.283  -0.898
O: 1.638 -2.800 -1.129  -0.965
O: -0.373 -2.564 0.060  -0.906
S: 0.501 -1.960 -1.089  2.339
H: -3.636 2.493 -1.147  0.205
H: -1.794 2.972 -2.574  0.222
H: -3.722 0.509 0.274  0.221
H: 0.398 1.733 -2.248  0.211
H: -1.745 -0.648 0.742  0.229
H: 0.720 0.549 2.952  0.206
H: 2.147 1.172 2.117  0.178
H: 0.424 1.477 1.698  0.216
H: 3.143 -0.599 1.490  0.180
H: 2.234 -1.776 2.156  0.197
H: 2.710 -1.835 0.505  0.254
H: 1.729 0.310 -0.824  0.214
H: 0.153 -2.728 0.943  0.533

As for the structure (SMILES): CN(C)[C@H](c1ccccc1)S(=O)(=O)O. The orbital gap is 9.68 eV. Its LUMO energy is 0.526 eV.

***

No. 7
C9H13NO5 | ωB97M-V with the def2-TZVPD basis set

Each line ends with the natural charge from an NBO analysis.
Cartesian coordinates (Å):
O: -0.669 -0.983 2.526  -0.571
O: 0.121 2.671 1.665  -0.623
O: 2.345 -2.506 -1.179  -0.539
O: 0.154 0.236 -2.285  -0.502
O: -1.072 -0.917 0.213  -0.522
C: -1.277 -1.394 1.551  0.802
C: -0.981 2.489 1.144  0.671
C: 2.432 -1.398 -1.776  0.606
C: 0.621 0.310 -1.122  0.561
N: -1.221 1.526 0.226  -0.620
C: -2.172 -2.530 1.790  -0.715
C: -2.137 3.339 1.465  -0.706
C: 3.151 -1.319 -3.105  -0.712
C: 2.026 -0.184 -0.929  -0.612
C: -0.250 0.342 0.126  0.153
H: -2.123 1.463 -0.062  0.396
H: -1.632 -3.388 1.513  0.253
H: -2.975 -2.563 1.088  0.232
H: -2.461 -2.584 2.810  0.251
H: -2.021 4.135 0.760  0.242
H: -2.195 3.725 2.543  0.255
H: -3.059 2.893 1.170  0.207
H: 2.587 -1.096 -3.998  0.254
H: 3.620 -2.305 -3.238  0.242
H: 3.946 -0.620 -2.862  0.228
H: 2.598 0.764 -1.173  0.256
H: 2.221 -0.471 0.126  0.258
H: 0.425 0.366 1.014  0.255

As for the structure (SMILES): CC(=O)CC(=O)[C@@H](NC(C)=O)OC(C)=O. The orbital gap is 9.99 eV. Its LUMO energy is -0.039 eV.

***

No. 8
C9H13NOS | ωB97M-V with the def2-TZVPD basis set

Each line ends with the Löwdin spin population.
Cartesian coordinates (Å):
C: -2.328 -1.349 -0.386  0.084
C: 1.496 -0.832 0.775  0.182
C: 1.387 -0.003 -0.262  0.066
C: 0.523 -1.938 1.032  0.051
C: 0.479 -0.262 -1.344  0.609
C: -0.765 -1.374 1.517  0.058
C: -1.466 -0.641 0.398  0.491
C: 2.096 1.331 -0.358  0.023
C: -2.725 1.538 -0.684  0.010
N: -3.116 -1.870 -1.042  0.229
O: -0.602 1.831 0.919  0.023
S: -1.891 1.049 0.862  0.081
H: 2.261 -0.735 1.522  0.011
H: 0.273 -2.462 0.091  0.010
H: 0.827 -2.639 1.765  0.001
H: -0.072 0.547 -1.837  0.029
H: 0.530 -1.164 -1.905  0.030
H: -1.262 -2.184 1.737  0.010
H: -0.658 -0.662 2.344  0.002
H: 1.337 2.092 -0.009  -0.002
H: 2.374 1.481 -1.414  0.001
H: 3.091 1.220 0.233  0.004
H: -3.424 2.381 -0.469  0.000
H: -3.407 0.719 -0.898  0.000
H: -1.900 1.461 -1.527  -0.001

As for the spin multiplicity: 3. The orbital gap (spin up / spin down) is 7.92 / 7.07 eV. Its LUMO energy (spin up / spin down) is 0.648 / -2.179 eV.